{
  "formula": "C24H19F5N14O3S3ScTe",
  "method": "wB97M-V/def2-TZVPD",
  "charge": -1,
  "relative_energy_kcal_mol": 0.0,
  "species": ["Te", "Sc", "S", "S", "S", "F", "F", "F", "F", "F", "O", "O", "O", "N", "N", "N", "N", "N", "N", "N", "N", "N", "N", "N", "N", "N", "N", "C", "C", "C", "C", "C", "C", "C", "C", "C", "C", "C", "C", "C", "C", "C", "C", "C", "C", "C", "C", "C", "C", "C", "C", "H", "H", "H", "H", "H", "H", "H", "H", "H", "H", "H", "H", "H", "H", "H", "H", "H", "H", "H"],
  "coordinates": [[-2.913, -1.867, -1.271], [-0.439, -0.442, 0.531], [-0.653, 1.361, -4.218], [-3.072, 1.692, 1.549], [-3.290, 1.635, -2.887], [-0.673, -1.984, 1.575], [-4.507, -2.214, -0.329], [-4.228, -0.876, -2.234], [-3.163, -3.070, -2.678], [-2.510, -3.450, -0.318], [-2.422, -0.488, -0.195], [-0.836, -2.173, -1.393], [0.331, -4.590, -1.215], [-0.700, -1.252, -3.470], [-1.254, 2.756, 3.549], [3.449, -1.943, -0.472], [3.704, -0.719, -0.980], [-0.735, 2.565, -0.577], [1.614, -0.830, -0.288], [-0.160, 3.525, -1.201], [2.406, 1.248, -1.199], [-1.518, 1.080, 1.928], [1.098, 3.182, -1.560], [-1.849, -0.639, -2.996], [2.233, -2.029, -0.074], [0.129, 1.515, -0.484], [0.884, 0.048, 2.455], [-1.221, 3.055, -3.923], [-1.959, 0.600, -3.323], [1.894, -2.428, -3.751], [2.560, -0.071, -0.840], [-2.772, 3.401, 1.800], [3.193, -4.399, -3.401], [2.130, 0.470, 4.885], [2.282, -4.849, -2.467], [3.012, -3.180, -4.046], [0.995, 1.192, 4.543], [-1.649, 5.118, 3.057], [0.403, 0.951, 3.313], [1.233, 1.952, -1.095], [-2.732, 3.033, -3.899], [-2.294, 6.084, 2.297], [-0.858, 1.617, 2.881], [-3.147, 5.711, 1.269], [-3.364, 4.367, 1.002], [0.956, -2.869, -2.816], [1.162, -4.083, -2.146], [-0.233, -2.046, -2.573], [2.623, -0.464, 3.995], [1.964, -0.650, 2.788], [-1.905, 3.780, 2.812], [3.137, 1.655, -1.756], [-0.841, 3.672, -4.737], [2.610, 0.632, 5.841], [-3.137, 3.936, -3.440], [2.294, -1.386, 2.064], [4.072, -4.996, -3.615], [0.573, 1.894, 5.248], [-3.623, 6.467, 0.660], [-3.146, 2.925, -4.902], [-0.286, -3.908, -0.901], [-3.986, 4.053, 0.173], [3.499, -1.053, 4.223], [2.430, -5.781, -1.941], [-2.105, 7.131, 2.495], [1.720, -1.474, -4.232], [3.745, -2.817, -4.754], [-0.586, 3.110, 4.214], [-0.809, 3.403, -2.976], [-0.951, 5.405, 3.836]],
  "lowdin_charge": [1.86, 0.91, 0.96, 1.05, 0.96, -0.39, -0.39, -0.44, -0.34, -0.37, -0.66, -0.29, 0.08, 0.06, 0.13, -0.06, 0.04, -0.04, -0.05, -0.11, 0.15, -0.26, 0.04, -0.18, -0.06, -0.03, 0.07, -0.52, -0.86, -0.03, -0.47, -0.46, -0.09, -0.05, -0.02, -0.10, -0.01, -0.03, -0.18, -0.47, -0.51, -0.09, -0.33, -0.09, -0.09, -0.10, -0.27, -0.39, -0.03, -0.07, -0.25, 0.14, 0.08, 0.11, 0.08, 0.10, 0.10, 0.11, 0.10, 0.07, 0.08, 0.11, 0.11, 0.11, 0.10, 0.11, 0.09, 0.11, 0.01, 0.11]
}


{
  "formula": "C23H72N18O11",
  "method": "wB97M-V/def2-TZVPD",
  "smiles": "COC[C@H](C)N.COC[C@H](C)N.COC[C@H](C)N.COC[C@H](C)N.NC(N)=O.NC(N)=O.NC(N)=O.NC(N)=O.NC(N)=O.NC(N)=O.NC(N)=O",
  "charge": 0,
  "relative_energy_kcal_mol": 17.1,
  "species": ["O", "O", "O", "O", "O", "O", "O", "O", "O", "O", "O", "N", "N", "N", "N", "N", "N", "N", "N", "N", "N", "N", "N", "N", "N", "N", "N", "N", "N", "C", "C", "C", "C", "C", "C", "C", "C", "C", "C", "C", "C", "C", "C", "C", "C", "C", "C", "C", "C", "C", "C", "C", "H", "H", "H", "H", "H", "H", "H", "H", "H", "H", "H", "H", "H", "H", "H", "H", "H", "H", "H", "H", "H", "H", "H", "H", "H", "H", "H", "H", "H", "H", "H", "H", "H", "H", "H", "H", "H", "H", "H", "H", "H", "H", "H", "H", "H", "H", "H", "H", "H", "H", "H", "H", "H", "H", "H", "H", "H", "H", "H", "H", "H", "H", "H", "H", "H", "H", "H", "H", "H", "H", "H", "H"],
  "coordinates": [[3.381, 4.225, 2.717], [-5.102, 3.448, 0.806], [-1.009, 3.311, -2.218], [3.120, -4.920, 5.173], [0.392, -0.087, -1.573], [-1.446, -1.514, -4.430], [-1.377, 1.714, 2.911], [-3.318, -1.261, 0.678], [0.005, -4.521, -1.960], [3.539, 0.781, -2.199], [2.333, 4.339, -4.976], [2.884, -1.409, -2.227], [-4.075, 5.444, 0.380], [-3.464, 0.979, 1.160], [-0.915, 1.516, -3.623], [-2.298, 3.268, -4.070], [5.103, -0.861, -2.146], [-0.412, -3.833, 0.847], [-3.153, 3.538, -0.394], [1.912, 4.033, -2.282], [-1.521, -1.394, 3.079], [2.455, 2.631, 1.382], [-0.338, 1.422, -0.003], [0.258, -0.676, 0.614], [-2.392, -1.594, -2.370], [-3.586, -2.256, -4.150], [1.062, -2.543, 3.196], [-4.899, 0.045, -0.296], [2.902, 4.644, 0.515], [0.099, 0.198, -0.402], [0.961, -4.788, -0.992], [2.639, -4.215, 4.042], [-2.390, -1.792, -3.685], [0.545, -4.320, -3.258], [2.883, 3.898, 1.635], [-4.172, 4.091, 0.301], [2.832, 6.176, -2.685], [1.274, 5.098, -4.442], [-1.922, -1.005, 5.448], [0.300, -4.236, 4.836], [-1.400, 2.687, -3.230], [0.248, -5.049, 0.323], [-0.972, 3.063, 2.920], [1.614, 5.334, -2.942], [1.980, 3.609, -6.134], [-3.820, -0.149, 0.483], [-1.016, 0.874, 3.984], [-0.746, -6.187, 0.328], [3.797, -0.416, -2.146], [1.429, -3.328, 4.382], [-1.907, -0.349, 4.051], [4.187, -5.773, 4.898], [-3.239, -1.502, -1.849], [1.248, 6.053, -4.977], [-0.261, -4.315, -3.985], [-2.202, -2.146, 3.178], [-0.163, -4.639, 3.931], [3.186, 5.606, 0.526], [-1.839, -1.117, 2.148], [3.166, -2.366, -2.164], [1.038, 3.514, -2.197], [-4.079, 1.771, 1.305], [-1.515, -5.981, -0.417], [-5.452, 0.873, -0.428], [0.069, 0.724, 3.894], [0.167, -2.059, 3.387], [-2.624, 2.739, -4.859], [-4.773, 5.880, 0.958], [4.388, -6.500, 5.687], [-1.524, -1.123, -2.127], [-0.828, 1.415, 0.873], [-3.305, 5.939, -0.021], [3.091, 6.516, -1.686], [0.758, 5.629, -2.329], [1.590, 4.334, -6.861], [-5.196, -0.837, -0.689], [-2.460, -0.467, 6.228], [2.233, -5.001, 3.386], [0.806, -4.927, 5.517], [2.788, 7.046, -3.350], [2.869, 3.165, -6.572], [3.696, 5.602, -3.033], [4.007, -6.370, 3.995], [-1.274, 0.982, -4.396], [5.264, -1.849, -2.181], [-2.391, 4.152, -0.612], [1.925, -1.098, -2.315], [-0.897, 3.406, 1.893], [0.058, -0.446, 1.567], [-2.903, 3.885, -3.549], [-2.950, -0.059, 3.887], [-0.226, -7.131, 0.153], [0.335, 4.541, -4.488], [-1.573, 3.750, 3.530], [-0.049, 3.158, 3.506], [3.411, -3.713, 3.455], [1.660, -2.703, 5.249], [2.434, 3.480, -2.961], [-4.346, -2.572, -3.580], [-3.693, -2.350, -5.146], [1.651, -3.951, -0.806], [5.178, -5.330, 4.741], [-0.184, 1.089, -3.061], [-2.282, -2.030, 5.398], [-1.088, 1.460, 4.911], [1.597, -5.641, -1.264], [-1.204, -3.606, 0.233], [5.791, -0.192, -1.854], [1.196, -5.170, -3.491], [2.688, 1.891, 2.020], [2.176, 2.332, 0.465], [-1.203, -6.238, 1.316], [-0.517, -3.811, 5.419], [-2.664, 0.915, 1.786], [-1.038, -4.042, 1.625], [-2.990, 2.546, -0.430], [0.972, -5.195, 1.134], [1.150, -3.413, -3.321], [-0.260, 2.168, -0.682], [0.602, -1.567, 0.289], [1.165, 2.884, -6.059], [2.518, 4.280, -0.351], [-0.894, -1.027, 5.823], [0.736, -3.125, 2.421]],
  "lowdin_charge": [-0.01, -0.01, -0.06, -0.18, -0.04, 0.00, -0.27, 0.00, -0.18, 0.01, -0.20, 0.16, 0.16, 0.17, 0.22, 0.16, 0.14, 0.02, 0.17, 0.03, 0.03, 0.15, 0.20, 0.21, 0.20, 0.15, 0.03, 0.17, 0.16, -0.63, -0.23, -0.21, -0.70, -0.08, -0.70, -0.67, -0.07, -0.18, -0.05, -0.06, -0.66, -0.42, -0.08, -0.39, -0.10, -0.66, -0.18, -0.06, -0.68, -0.42, -0.39, -0.14, 0.07, 0.13, 0.09, 0.09, 0.07, 0.09, 0.03, 0.08, 0.04, 0.07, 0.08, 0.10, 0.14, 0.01, 0.10, 0.11, 0.08, 0.09, 0.05, 0.10, 0.06, 0.13, 0.08, 0.10, 0.08, 0.11, 0.08, 0.08, 0.09, 0.09, 0.08, 0.10, 0.08, 0.08, 0.07, 0.08, 0.06, 0.10, 0.14, 0.08, 0.11, 0.09, 0.09, 0.13, 0.14, 0.08, 0.09, 0.10, 0.12, 0.08, 0.08, 0.07, 0.13, 0.13, 0.08, 0.10, 0.09, 0.10, 0.07, 0.07, 0.06, 0.06, 0.06, 0.07, 0.13, 0.08, 0.07, 0.09, 0.08, 0.04, 0.08, 0.01]
}


{
  "formula": "C5H24O10",
  "method": "wB97M-V/def2-TZVPD",
  "smiles": "O=CCCCC=O.O.O.O.O.O.O.O.O",
  "charge": 0,
  "relative_energy_kcal_mol": 57.6,
  "species": ["O", "O", "O", "O", "O", "O", "O", "O", "O", "O", "C", "C", "C", "C", "C", "H", "H", "H", "H", "H", "H", "H", "H", "H", "H", "H", "H", "H", "H", "H", "H", "H", "H", "H", "H", "H", "H", "H", "H"],
  "coordinates": [[2.200, 1.455, 0.983], [-2.241, 0.065, -3.321], [0.892, -2.277, 1.985], [-1.081, -0.865, 2.924], [-1.902, 1.965, 1.903], [0.918, 3.588, 1.780], [-1.325, -0.123, -0.883], [0.725, 3.646, -1.336], [-1.923, -3.035, -0.551], [-0.327, 1.907, -2.772], [0.367, -1.509, -1.251], [2.428, -2.079, 0.295], [1.254, -2.659, -0.625], [-0.482, -0.748, -0.317], [1.919, -1.690, 1.664], [-0.258, -1.048, 2.468], [-0.018, 3.300, 2.054], [-1.034, 0.204, 3.006], [3.241, -2.811, 0.397], [1.564, -3.222, -1.525], [0.666, -3.322, 0.090], [1.537, 1.981, 0.472], [-0.120, 3.203, -1.715], [1.370, 3.557, -2.052], [-1.164, 2.128, -3.171], [-0.197, -2.158, -1.863], [-0.327, -0.848, 0.672], [0.675, 4.005, 0.900], [-2.564, -2.519, 0.022], [-2.119, 1.775, 0.952], [2.352, -0.725, 2.028], [-2.296, -3.915, -0.751], [-0.454, 1.171, -2.044], [-1.792, -0.666, -3.759], [0.998, -0.814, -1.843], [-2.559, -0.266, -2.475], [2.136, 2.125, 1.773], [-2.860, 1.715, 2.399], [2.827, -1.338, -0.318]],
  "lowdin_charge": [-0.14, -0.06, 0.00, -0.12, -0.15, -0.12, 0.02, -0.12, -0.06, -0.10, -0.15, -0.13, -0.15, -0.24, -0.19, -0.06, 0.06, 0.10, 0.12, 0.11, 0.11, 0.01, 0.04, 0.04, 0.04, 0.08, 0.06, 0.05, 0.09, 0.04, 0.13, 0.07, 0.08, 0.05, 0.14, 0.02, 0.07, 0.16, 0.08]
}


{
  "formula": "C5H14N2O",
  "method": "wB97M-V/def2-TZVPD",
  "charge": 2,
  "relative_energy_kcal_mol": 27.8,
  "species": ["O", "N", "N", "C", "C", "C", "C", "C", "H", "H", "H", "H", "H", "H", "H", "H", "H", "H", "H", "H", "H", "H"],
  "coordinates": [[0.487, 3.291, 2.066], [-0.991, -1.509, -2.984], [1.208, 0.689, 2.436], [-2.164, -2.045, -2.952], [0.511, -0.322, 1.633], [-0.378, -0.511, -2.150], [-0.340, -0.623, -0.837], [0.646, -0.089, 0.061], [-0.588, -0.503, 1.976], [-1.000, -1.366, -0.255], [2.214, 0.798, 2.205], [0.748, 0.976, -0.137], [-2.455, -2.959, -3.569], [0.538, 3.785, 1.284], [1.681, -0.480, -0.318], [0.338, 0.092, -2.771], [-2.814, -1.683, -2.153], [1.013, -1.295, 1.872], [-0.274, -1.846, -3.635], [-0.207, 3.685, 2.544], [1.167, 0.317, 3.391], [0.663, 1.598, 2.292]],
  "lowdin_charge": [0.03, 0.04, 0.16, 0.21, -0.15, -0.06, -0.09, -0.17, 0.17, 0.16, 0.19, 0.12, 0.17, 0.06, 0.18, 0.17, 0.13, 0.14, 0.19, 0.06, 0.18, 0.12]
}


{
  "formula": "C6H12N4",
  "method": "wB97M-V/def2-TZVPD",
  "smiles": "C[N+]1=C2C[NH2+]CC[C@@H]2N=N1",
  "charge": 2,
  "relative_energy_kcal_mol": 80.4,
  "species": ["N", "N", "N", "N", "C", "C", "C", "C", "C", "C", "H", "H", "H", "H", "H", "H", "H", "H", "H", "H", "H", "H"],
  "coordinates": [[-2.534, -0.688, -0.034], [-1.746, 0.613, 0.108], [1.834, 0.371, -0.315], [-1.772, -1.560, 0.182], [-2.422, 1.820, -0.348], [1.920, -1.009, 0.050], [-0.556, 0.313, 0.465], [0.942, 1.130, 0.559], [0.645, -1.697, -0.430], [-0.526, -1.193, 0.487], [-3.373, 1.605, 0.038], [-2.341, 1.647, -1.453], [-1.884, 2.692, 0.035], [2.113, -1.041, 1.092], [2.747, 1.017, -0.243], [0.349, -1.521, -1.447], [0.795, 2.071, 0.134], [0.699, -2.824, -0.358], [1.268, 0.870, 1.587], [1.345, 0.541, -1.250], [2.813, -1.546, -0.426], [-0.317, -1.610, 1.567]],
  "lowdin_charge": [0.23, -0.03, 0.01, 0.10, 0.08, -0.13, -0.01, 0.05, -0.05, -0.28, 0.10, 0.14, 0.12, 0.14, 0.28, 0.13, 0.12, 0.17, 0.17, 0.22, 0.19, 0.24]
}


{
  "formula": "C13H46N14O19",
  "method": "wB97M-V/def2-TZVPD",
  "charge": -2,
  "species": ["O", "O", "O", "O", "O", "O", "O", "O", "O", "O", "O", "O", "O", "O", "O", "O", "O", "O", "O", "N", "N", "N", "N", "N", "N", "N", "N", "N", "N", "N", "N", "N", "N", "C", "C", "C", "C", "C", "C", "C", "C", "C", "C", "C", "C", "C", "H", "H", "H", "H", "H", "H", "H", "H", "H", "H", "H", "H", "H", "H", "H", "H", "H", "H", "H", "H", "H", "H", "H", "H", "H", "H", "H", "H", "H", "H", "H", "H", "H", "H", "H", "H", "H", "H", "H", "H", "H", "H", "H", "H", "H", "H"],
  "coordinates": [[-27.434, 37.982, 13.266], [-23.204, 39.827, 4.403], [-22.796, 34.179, 11.428], [-26.074, 31.986, 7.043], [-20.929, 34.119, 9.074], [-31.048, 39.160, 10.819], [-17.289, 38.058, 7.102], [-24.433, 39.314, 12.012], [-21.327, 36.255, 12.366], [-23.534, 36.216, 7.656], [-26.583, 38.711, 10.181], [-21.581, 36.689, 9.623], [-28.538, 35.963, 9.737], [-21.813, 40.864, 12.370], [-25.799, 42.868, 7.089], [-18.347, 40.074, 9.790], [-26.318, 41.653, 11.946], [-23.152, 37.257, 14.147], [-21.294, 35.507, 6.401], [-24.520, 38.322, 5.491], [-22.348, 38.285, 5.836], [-18.733, 36.319, 6.848], [-23.598, 38.442, 16.015], [-29.837, 38.544, 9.033], [-19.342, 38.821, 11.448], [-25.884, 34.207, 7.341], [-24.430, 39.187, 14.087], [-17.641, 40.157, 11.906], [-24.891, 41.088, 8.097], [-19.266, 37.901, 8.249], [-24.088, 32.907, 7.767], [-26.419, 40.713, 6.533], [-32.084, 38.409, 8.968], [-23.340, 38.877, 5.163], [-25.429, 38.252, 10.057], [-30.977, 38.729, 9.678], [-25.735, 41.651, 7.203], [-23.851, 36.865, 8.677], [-23.690, 38.244, 14.675], [-22.994, 38.154, 10.785], [-24.280, 38.548, 11.007], [-18.333, 37.489, 7.381], [-22.680, 37.235, 9.724], [-18.421, 39.679, 10.949], [-25.394, 32.952, 7.402], [-25.144, 37.434, 8.934], [-24.776, 39.993, 14.581], [-24.859, 40.094, 8.258], [-19.996, 34.054, 8.862], [-26.991, 41.704, 11.262], [-21.121, 35.070, 9.050], [-22.183, 35.691, 6.758], [-22.210, 34.577, 12.087], [-19.913, 38.315, 10.788], [-22.257, 38.437, 11.519], [-23.142, 37.714, 16.539], [-26.369, 39.725, 6.698], [-22.555, 37.697, 6.628], [-21.269, 40.193, 11.951], [-26.842, 38.360, 12.606], [-22.338, 34.327, 10.598], [-29.764, 38.290, 8.065], [-17.182, 40.987, 11.561], [-32.000, 37.906, 8.102], [-23.568, 33.749, 7.950], [-28.169, 35.467, 10.472], [-32.977, 38.684, 9.334], [-17.972, 35.804, 6.438], [-24.534, 39.166, 13.021], [-21.051, 36.474, 11.453], [-21.250, 36.018, 5.588], [-22.722, 40.562, 12.235], [-19.099, 38.708, 8.843], [-25.325, 35.032, 7.187], [-27.075, 41.128, 5.891], [-19.705, 36.023, 6.841], [-24.284, 41.654, 8.665], [-20.126, 37.428, 8.477], [-21.937, 36.967, 12.617], [-24.190, 39.130, 16.443], [-23.719, 31.975, 7.691], [-27.944, 36.712, 9.629], [-17.767, 40.008, 12.891], [-25.357, 38.823, 5.250], [-27.724, 37.154, 12.877], [-25.914, 37.364, 8.176], [-21.414, 38.550, 5.571], [-26.846, 34.200, 7.043], [-25.843, 40.835, 11.755], [-29.066, 38.792, 9.639], [-19.378, 38.573, 12.422], [-24.548, 37.661, 6.253]],
  "lowdin_charge": [-0.05, 0.01, -0.08, -0.02, -0.06, 0.02, 0.01, 0.01, -0.09, -0.10, 0.01, -0.04, -0.07, -0.06, 0.01, 0.03, -0.07, -0.01, -0.08, 0.16, 0.17, 0.14, 0.12, 0.17, 0.18, 0.16, 0.16, 0.16, 0.18, 0.17, 0.18, 0.15, 0.14, -0.71, -0.36, -0.73, -0.70, -0.28, -0.67, 0.03, -0.23, -0.72, -0.25, -0.69, -0.70, -0.01, 0.10, 0.07, 0.04, 0.03, -0.01, 0.00, 0.00, 0.08, 0.09, 0.09, 0.07, 0.06, -0.02, 0.00, -0.03, 0.11, 0.11, 0.09, 0.08, 0.04, 0.10, 0.10, -0.19, 0.01, 0.04, 0.01, 0.05, 0.06, 0.11, 0.03, 0.11, 0.06, -0.01, 0.08, 0.11, -0.01, 0.10, 0.08, 0.02, 0.10, 0.12, 0.10, -0.01, 0.10, 0.11, 0.06]
}


For the records above, the corresponding Kohn-Sham gap values read 6.977, 8.733, 10.214, 9.792, 10.328, 7.486 eV.
For the records above, the corresponding E_tot values read -126294.436, -74368.772, -26046.337, -10421.813, -12355.678, -74000.406 eV.